[1]
The following is a quantum chemistry calculation of a structure of composition C5H6N2O, from the OMol25 dataset.

Positions of all 14 atoms, in Å:
C -0.5522 0.6094 0.1768
C 0.4989 -0.4227 -0.4454
N 1.8603 -0.2463 -0.7570
C -1.2422 0.3164 -1.1390
C -0.8093 -0.4889 1.1917
C 0.0706 -1.3464 0.6750
O -0.3740 1.9348 0.5528
N -0.4258 -0.5295 -1.6216
H -0.0745 1.9706 1.4628
H 2.4125 -0.0400 0.0701
H 1.9917 0.4743 -1.4606
H -2.1620 0.6678 -1.5692
H -1.5189 -0.5309 1.9976
H 0.3247 -2.3685 0.8660

The calculation puts the LUMO energy at 0.6 eV. The value obtained for the energy above the lowest of the compared OMol25 structures with the same formula, charge and spin is 288.1 kJ/mol. Its frontier orbital gap is 9.175 eV. The calculation puts the highest occupied orbital energy at -8.6 eV. The max |F| comes out at 0.9 eV/Å. Its total energy is -378.76123 hartree.

***

[2]
The following is a quantum chemistry calculation of a structure of composition C34H32AsBrF18IInN6O4PS2Sb at a distorted geometry, from the OMol25 dataset.

Positions of all 102 atoms, in Å:
In 12.5209 14.0209 14.9944
C 8.8551 11.8699 14.5311
C 10.3543 11.8311 14.3255
N 11.2905 12.5998 14.4430
H 8.5937 12.5287 15.3683
H 8.4393 10.9126 14.7201
H 8.3902 12.3644 13.6567
C 12.2871 16.0873 17.4227
N 11.5676 17.1320 18.0381
C 10.2728 16.6123 18.4817
N 9.5126 16.1700 17.2837
C 10.2080 15.1121 16.6210
N 11.5777 15.5343 16.1993
C 11.3761 16.7951 15.2026
N 10.6228 17.7683 15.8940
C 11.3595 18.2543 17.0783
C 9.3559 17.2730 16.3693
H 12.5019 15.2843 18.1357
H 13.2569 16.4425 17.0625
H 9.6796 17.4299 18.9545
H 10.3028 15.8484 19.2179
H 9.6878 14.8413 15.7105
H 10.1971 14.1940 17.2401
H 10.7894 16.3800 14.3398
H 12.3658 17.2278 14.9013
H 10.7882 19.0001 17.5815
H 12.3480 18.6374 16.7623
H 8.6344 16.9713 15.5925
H 8.9330 18.1159 16.9085
F 14.1865 13.1404 15.7101
P 15.4569 12.3983 16.9095
F 14.4667 13.0589 17.9262
F 16.4717 13.4798 16.3664
F 11.7773 11.9047 18.2790
F 16.2089 11.5841 17.9666
F 15.1255 11.1415 16.0976
Br 9.8452 18.6362 11.3542
C 9.1686 17.3414 10.1806
C 9.1402 17.5557 8.8297
C 8.7218 16.5428 7.9373
C 8.2653 15.3487 8.4203
C 8.2599 15.1624 9.7929
C 8.6474 16.1512 10.6757
I 8.4218 15.8381 12.6862
H 9.5184 18.4833 8.5007
H 8.8653 16.6838 6.8723
H 7.8815 14.5341 7.8495
H 7.9685 14.2597 10.2257
F 13.8343 15.5109 14.3443
Sb 13.8025 15.3534 12.2718
F 12.0269 14.7757 12.8121
F 14.1428 13.5061 12.8388
F 13.7689 14.8529 10.5167
F 15.5277 16.0499 12.4419
F 13.1072 17.0880 12.1843
F 12.3425 7.4950 13.2937
C 11.8477 7.9488 14.4345
F 10.6175 7.5531 14.5580
F 12.5768 7.4163 15.4165
S 12.0903 9.8463 14.5556
O 13.2863 10.2241 13.8860
O 11.8424 10.1581 15.9456
N 10.6935 10.4424 13.7917
S 10.2615 10.1176 12.2063
O 10.9279 8.8971 11.8155
O 8.8608 10.3186 12.1940
C 10.9723 11.4609 11.0969
F 12.2237 11.8053 11.4283
F 10.9499 11.0196 9.8584
F 10.1937 12.5844 11.1266
C 13.0823 6.9990 19.3294
C 13.6879 8.2396 19.0963
C 12.9157 9.3719 19.1004
C 11.5465 9.3182 19.3450
C 10.9417 8.0817 19.6636
C 11.7082 6.9207 19.6000
As 10.4898 10.9896 19.0758
C 9.8415 12.3886 20.1354
C 10.4941 13.0311 21.1889
C 9.7090 13.8458 22.0270
C 8.4232 14.1332 21.6916
C 7.7805 13.5826 20.5726
C 8.4924 12.6290 19.8412
C 7.9362 11.7399 18.7920
C 6.6233 11.6332 18.2802
C 6.4264 10.8470 17.1548
C 7.3709 10.0592 16.5446
C 8.5888 9.9617 17.1907
C 8.8668 10.8333 18.2353
H 13.6799 6.1077 19.2948
H 14.7476 8.3387 18.9389
H 13.4165 10.3315 18.9871
H 9.8854 8.0759 19.8793
H 11.2040 5.9829 19.8111
H 11.4840 12.8225 21.5127
H 10.1444 14.2211 22.9563
H 7.7999 14.6658 22.3594
H 6.7174 13.7839 20.3753
H 5.8291 12.2389 18.6890
H 5.4336 10.8146 16.7494
H 7.1289 9.4213 15.7381
H 9.3334 9.2235 16.8825

The calculation puts the LUMO energy at -6.5 eV. The value obtained for the energy above the lowest of the compared OMol25 structures with the same formula, charge and spin is 237.7 kJ/mol. Its frontier orbital gap is 6.002 eV. The calculation puts the highest occupied orbital energy at -12.5 eV. As for the total charge: +2. The max |F| comes out at 3.3 eV/Å. Its total energy is -10417.11769 hartree.

***

[3]
The following is a quantum chemistry calculation of a structure of composition C36H90FeO24P6 at a distorted geometry, from the OMol25 dataset.

Positions of all 157 atoms, in Å:
Fe 0.0620 -0.3357 0.2138
C -3.3658 -2.2161 4.1209
C -2.1024 -2.2564 3.4430
O -2.2661 -3.1850 2.4395
P -1.0272 -3.3839 1.3862
O -0.5827 -2.1548 0.7378
O 0.1670 -4.2690 2.1143
C -0.0768 -5.4770 2.8104
C 0.7639 -6.5826 2.0677
O -1.7919 -4.4009 0.4542
C -3.0180 -4.1913 -0.0334
C -3.4418 -5.2421 -0.9410
H -4.1307 -2.5489 3.4193
H -3.5164 -2.7172 5.0770
H -3.4513 -1.1740 4.4289
H -1.9390 -1.3555 2.8516
H -1.3217 -2.3327 4.1999
H 0.2391 -5.3444 3.8452
H -1.0881 -5.8429 2.6329
H 0.9193 -7.3571 2.8188
H 0.2079 -6.9125 1.1902
H 1.6568 -5.9882 1.8739
H -3.6106 -4.2578 0.8790
H -3.2201 -3.1952 -0.4272
H -4.4925 -5.3161 -1.2213
H -2.8057 -5.1303 -1.8191
H -3.2266 -6.1870 -0.4419
C 1.8645 -3.7955 -0.9023
C 2.8315 -3.5933 -2.1261
O 2.5735 -2.4439 -2.8699
P 2.5054 -1.0337 -2.2008
O 1.5100 -0.8165 -1.1285
O 4.0230 -0.6658 -1.7325
C 4.2845 0.6783 -1.3712
C 5.7262 0.7107 -0.9029
O 2.4322 -0.0430 -3.5838
C 3.3818 -0.1744 -4.5335
C 2.8897 0.7176 -5.7929
H 0.8307 -3.5061 -1.0911
H 1.7569 -4.8551 -0.6704
H 2.1641 -3.2217 -0.0253
H 3.8638 -3.5660 -1.7774
H 2.6871 -4.4977 -2.7172
H 4.1468 1.3462 -2.2216
H 3.4748 0.8685 -0.6668
H 6.4080 0.4682 -1.7180
H 6.1036 1.6700 -0.5487
H 5.9263 0.1066 -0.0179
H 4.3588 0.2217 -4.2566
H 3.7151 -1.2005 -4.6894
H 3.6605 0.9320 -6.5331
H 2.0667 0.3339 -6.3959
H 2.5630 1.7078 -5.4750
C 0.9590 4.8360 -4.4516
C 0.7115 4.5710 -2.9767
O 1.2205 3.2994 -2.3689
P 0.9949 2.9432 -0.8017
O 0.4563 1.6152 -0.5004
O 2.4615 3.2881 -0.2140
C 3.3157 4.3436 -0.7487
C 4.3777 4.1304 -1.8382
O 0.1296 4.2197 -0.2146
C -0.5555 4.4385 1.0188
C 0.3889 4.8804 2.1712
H 0.6234 5.8335 -4.7352
H 2.0461 4.8009 -4.5229
H 0.5781 4.0388 -5.0899
H 1.1700 5.4586 -2.5408
H -0.3715 4.6187 -2.8631
H 2.6248 5.1447 -1.0116
H 3.8322 4.7430 0.1242
H 3.8857 3.6830 -2.7019
H 4.9098 5.0643 -2.0193
H 5.1038 3.5263 -1.2942
H -1.4022 5.1249 1.0224
H -0.9967 3.4686 1.2482
H 1.2453 4.2072 2.2100
H 0.6488 5.9352 2.0825
H -0.0197 4.8337 3.1807
C -1.2492 -3.2886 -4.8588
C -0.8617 -2.5379 -3.5990
O -1.9354 -2.3887 -2.7692
P -2.3428 -0.9213 -2.2020
O -1.2946 -0.3290 -1.3391
O -2.4194 -0.1494 -3.6097
C -2.6696 1.2675 -3.7040
C -2.1458 1.8443 -5.0150
O -3.9144 -1.0690 -1.6822
C -5.0035 -1.0759 -2.6087
C -4.9017 -2.3133 -3.6211
H -2.0159 -2.7283 -5.3939
H -0.4104 -3.5309 -5.5114
H -1.7250 -4.2487 -4.6590
H -0.0980 -3.0582 -3.0209
H -0.3661 -1.5934 -3.8237
H -3.7560 1.3045 -3.6232
H -2.3373 1.8741 -2.8615
H -2.6400 1.1663 -5.7108
H -2.2561 2.9154 -5.1848
H -1.0689 1.7998 -5.1770
H -5.7463 -1.5209 -1.9466
H -5.3410 -0.1496 -3.0735
H -5.7940 -2.6777 -4.1301
H -4.1486 -2.2359 -4.4053
H -4.5803 -3.2387 -3.1432
C -6.2079 -0.0687 1.5600
C -5.1451 0.4687 2.5815
O -3.8931 0.2231 2.0465
P -2.5862 1.1543 2.1738
O -1.4105 0.5367 1.4632
O -3.0639 2.6248 1.5817
C -3.5109 2.7789 0.2398
C -4.3281 4.1631 0.3166
O -2.2777 1.4508 3.7877
C -3.0115 2.4535 4.4819
C -2.2046 3.1238 5.6035
H -6.2650 0.6432 0.7366
H -5.8865 -1.0061 1.1060
H -7.2007 -0.2744 1.9602
H -5.4592 1.4881 2.8056
H -5.1916 -0.1098 3.5042
H -2.6408 2.8622 -0.4115
H -4.0277 1.8708 -0.0704
H -4.0356 4.8299 -0.4945
H -5.4118 4.0533 0.2764
H -4.0646 4.8603 1.1120
H -3.3297 3.2927 3.8634
H -3.8552 1.9775 4.9816
H -3.0125 3.8192 5.8312
H -2.0597 2.3670 6.3745
H -1.3949 3.7756 5.2753
C 4.9439 3.0182 3.3701
C 4.8598 1.5569 2.8483
O 3.5877 1.2430 2.2325
P 3.0118 -0.2807 2.2350
O 1.6975 -0.4621 1.5867
O 4.3167 -1.1661 1.7054
C 4.5457 -2.4282 2.2250
C 5.0991 -3.4045 1.2335
O 2.9613 -0.5742 3.8303
C 1.7222 -0.7856 4.5847
C 0.9652 0.4886 4.8294
H 5.8229 3.2965 3.9515
H 5.1402 3.6963 2.5396
H 3.9485 3.2296 3.7609
H 5.7402 1.3429 2.2424
H 4.8089 1.0200 3.7955
H 5.1168 -2.5067 3.1501
H 3.5474 -2.8145 2.4306
H 4.9784 -4.4624 1.4667
H 4.5754 -3.2924 0.2842
H 6.1548 -3.1976 1.0581
H 1.0929 -1.5373 4.1084
H 2.0965 -1.0841 5.5640
H 0.1860 0.2842 5.5637
H 1.5063 1.3990 5.0871
H 0.4436 0.9056 3.9680

The calculation puts the LUMO energy (alpha / beta) at -3.2 / -3.2 eV. The value obtained for the energy above the lowest of the compared OMol25 structures with the same formula, charge and spin is 412.8 kJ/mol. Its frontier orbital gap (alpha / beta) is 11.164 / 9.324 eV. The calculation puts the highest occupied orbital energy (alpha / beta) at -14.3 / -12.5 eV. The spin multiplicity is 5. As for the total charge: +2. The max |F| comes out at 6.0 eV/Å. Its total energy is -6543.34318 hartree.